The following is a DFT calculation (ωB97M-V with the def2-TZVPD basis set) of a molecular structure, C44H42IrN7O3PS.

Each line ends with the Mulliken charge.
CARTESIAN COORDINATES (ANGSTROEM)
Ir1 0.519343 0.534229 -1.334722  1.77
C1 -1.742429 1.043303 -4.943735  -1.12
C2 -2.734377 1.978713 -4.649341  -0.58
C3 -2.753043 2.538928 -3.400298  -0.55
C4 -1.802100 2.172954 -2.429582  0.20
N1 -0.873753 1.230534 -2.714802  0.20
C5 -0.850398 0.707940 -3.961906  -0.04
N2 -1.904096 2.874177 -1.254521  -0.57
C6 -1.088091 2.794343 -0.262820  0.42
N3 0.043696 2.032869 -0.120470  0.89
C7 0.593800 2.220348 1.123202  -1.06
N4 1.604587 1.643044 1.664196  -0.24
C8 2.247684 0.537789 1.171679  -0.06
C9 3.340717 0.110498 1.947173  -0.83
C10 4.020230 -1.034368 1.630387  -0.69
C11 3.607450 -1.768860 0.518253  -1.15
C12 2.562097 -1.293044 -0.227134  -0.52
N5 1.887706 -0.159090 0.069409  1.19
C13 -0.204693 3.247251 1.814647  0.80
C14 -0.076127 3.800835 3.072886  -0.33
C15 -1.040176 4.728046 3.453256  -0.70
C16 -2.086237 5.078563 2.599716  -0.70
C17 -2.209146 4.510657 1.336202  -0.20
C18 -1.248677 3.589539 0.968415  -0.38
H1 -1.664817 0.578860 -5.915500  0.50
H2 -3.470140 2.260981 -5.389786  0.44
H3 -3.478053 3.284387 -3.112031  0.59
H4 -0.084964 -0.031636 -4.138237  0.31
H5 3.596877 0.717925 2.801544  0.64
H6 4.851075 -1.365430 2.238612  0.48
H7 4.086034 -2.694384 0.234354  0.56
H8 2.212535 -1.818181 -1.102791  0.60
H9 0.738723 3.521210 3.725873  0.58
H10 -0.985200 5.181786 4.433866  0.45
H11 -2.817112 5.803796 2.931256  0.44
H12 -3.019150 4.770767 0.668985  0.57
C19 -3.764117 -3.095489 5.938193  -1.08
C20 -4.456661 -2.510141 4.712019  -0.85
C21 -3.767537 -2.881961 3.407559  -0.11
N6 -2.464682 -2.226124 3.327865  0.22
C22 -1.725252 -1.998056 2.243257  -0.29
S1 -0.478036 -0.882962 2.220576  -0.41
N7 -2.046063 -2.655587 1.066401  0.52
C23 -2.416440 -3.962043 0.769765  0.44
O1 -2.853436 -4.214216 -0.333465  -0.68
C24 -2.162961 -5.028304 1.779656  -0.11
C25 -3.026196 -6.120663 1.806345  -0.34
C26 -2.838555 -7.122974 2.742539  -0.68
C27 -1.776461 -7.045981 3.635591  -0.38
C28 -0.890636 -5.979525 3.579569  -0.91
C29 -1.082583 -4.965139 2.653669  0.34
H13 -4.239299 -2.753907 6.856649  0.37
H14 -2.710456 -2.814033 5.995221  0.30
H15 -3.808252 -4.185656 5.922098  0.28
H16 -4.523339 -1.421505 4.789629  0.39
H17 -5.480438 -2.883823 4.659569  0.37
H18 -4.364601 -2.568557 2.547645  0.34
H19 -3.650622 -3.964297 3.360882  0.03
H20 -2.152067 -1.707442 4.135461  0.32
H21 -1.820590 -2.093543 0.245030  0.04
H22 -3.838869 -6.164532 1.093593  0.45
H23 -3.513938 -7.967339 2.773573  0.42
H24 -1.634566 -7.826083 4.371937  0.42
H25 -0.047412 -5.939372 4.256181  0.44
H26 -0.386938 -4.136502 2.603806  0.48
C30 2.890712 0.100862 -3.629404  -2.19
P1 2.253856 1.336633 -2.473129  1.69
C31 1.847925 2.798040 -3.474790  1.05
C32 2.215824 2.872392 -4.816330  -0.75
C33 1.858356 3.972714 -5.582775  -0.84
C34 1.131717 5.007060 -5.015248  -0.67
C35 0.757537 4.938976 -3.679654  -0.82
C36 1.102648 3.836764 -2.917563  -0.07
C37 3.663736 1.851961 -1.456225  0.61
C38 3.517881 2.949037 -0.607505  -0.27
C39 4.564146 3.343975 0.207452  -0.89
C40 5.763577 2.643445 0.187865  -0.59
C41 5.911323 1.545104 -0.643957  -0.86
C42 4.862651 1.144759 -1.460125  -0.41
H27 3.806136 0.470624 -4.090948  0.76
H28 2.151130 -0.107987 -4.398459  0.37
H29 3.092792 -0.829628 -3.103430  0.35
H30 2.789400 2.080921 -5.278634  0.38
H31 2.148165 4.017141 -6.623905  0.44
H32 0.854421 5.865664 -5.611825  0.43
H33 0.185710 5.740755 -3.231875  0.48
H34 0.767563 3.779492 -1.889239  -0.01
H35 2.587873 3.501956 -0.577591  0.23
H36 4.439853 4.196001 0.862107  0.45
H37 6.581871 2.955364 0.822936  0.43
H38 6.843197 0.995884 -0.661918  0.45
H39 4.993878 0.278988 -2.095679  0.38
C43 -1.005285 -3.083435 -2.427389  -1.36
C44 -0.536084 -1.777840 -1.879673  0.92
O2 -1.132318 -1.149126 -0.982047  -1.12
O3 0.553026 -1.266477 -2.356070  -0.88
H40 -1.919890 -3.404895 -1.935016  0.42
H41 -0.231109 -3.838222 -2.286606  0.35
H42 -1.170988 -2.980402 -3.500400  0.33

Cartesian forces (eV/Å) of the 3 atoms listed first:
-0.07 -0.56 -0.15
0.01 0.00 -0.02
0.01 0.00 0.03

Summary:
Relative energy (zero: lowest compared OMol25 entry of this formula, charge and spin) = 0.788 eV
M = 972.1 Da
LUMO energy = -3.15 eV
Frontier orbital gap = 6.93 eV
Net charge = +1
HOMO energy = -10.08 eV